Entry 1:
{
  "formula": "C18H54BN8O5P2",
  "method": "ωB97M-V with the def2-TZVPD basis set",
  "symbols": ["C", "B", "O", "N", "O", "C", "C", "N", "C", "C", "C", "O", "H", "H", "H", "H", "H", "H", "H", "H", "H", "H", "H", "H", "H", "H", "H", "H", "H", "H", "O", "P", "N", "C", "C", "N", "C", "C", "N", "C", "C", "H", "H", "H", "H", "H", "H", "H", "H", "H", "H", "H", "H", "H", "H", "H", "H", "H", "H", "O", "P", "N", "C", "C", "N", "C", "C", "N", "C", "C", "H", "H", "H", "H", "H", "H", "H", "H", "H", "H", "H", "H", "H", "H", "H", "H", "H", "H"],
  "xyz": [[-1.652895, 1.318171, 0.858547], [-1.282934, 0.785156, -0.531139], [-1.048749, 1.550651, -1.626875], [-1.119649, -0.755438, -0.818530], [-1.425676, -1.545948, 0.293738], [-1.905841, -2.840853, -0.148235], [-3.374944, -2.865277, -0.528328], [-4.283284, -2.501083, 0.559375], [-4.841871, -1.153879, 0.428998], [-5.873763, -1.023261, -0.689105], [-5.956406, 0.440465, -1.169385], [-7.113542, -1.505173, -0.214778], [-1.917074, 2.367254, 0.738282], [-2.483382, 0.799835, 1.334522], [-0.781094, 1.266049, 1.521500], [-1.763494, 1.568805, -2.279067], [-1.680095, -1.056236, -1.625830], [-0.141826, -0.921662, -1.104731], [-1.316572, -3.117329, -1.029099], [-1.651381, -3.572465, 0.612530], [-3.536831, -2.196113, -1.380645], [-3.590118, -3.889723, -0.836646], [-3.747528, -2.510478, 1.419526], [-5.326898, -0.875394, 1.363088], [-4.037551, -0.424814, 0.228626], [-5.548658, -1.626593, -1.543836], [-5.637437, 0.526602, -2.207892], [-5.339414, 1.107232, -0.567192], [-6.975810, 0.820859, -1.117874], [-7.834136, -0.968217, -0.567062], [1.011797, -3.751238, -2.373699], [1.970653, -3.560286, -3.498406], [1.580979, -4.754733, -4.622655], [2.385840, -5.078770, -5.791517], [0.160665, -4.903158, -4.934995], [3.472636, -3.941152, -2.771987], [4.312712, -5.020159, -3.272434], [3.486628, -3.908173, -1.312401], [2.597276, -2.363725, -4.530006], [3.565624, -1.409448, -3.951644], [1.509499, -1.575962, -5.155633], [2.301659, -4.333805, -6.592366], [2.042357, -6.034282, -6.190785], [3.432557, -5.205210, -5.553545], [-0.170303, -4.203028, -5.713791], [-0.447763, -4.740758, -4.047909], [-0.038458, -5.914675, -5.291061], [3.799182, -5.987633, -3.296196], [5.190621, -5.114670, -2.632912], [4.701668, -4.789502, -4.263438], [3.082594, -4.822037, -0.862758], [2.910251, -3.066585, -0.934024], [4.514904, -3.778671, -0.969063], [3.202191, -0.930959, -3.036785], [3.763734, -0.632538, -4.690013], [4.507978, -1.901014, -3.738213], [0.950774, -0.982539, -4.422248], [0.808462, -2.235307, -5.669448], [1.923698, -0.899334, -5.900556], [0.988834, 3.220059, 6.195712], [1.151766, 3.993768, 4.950486], [1.137849, 5.618044, 5.399292], [1.069230, 6.729988, 4.466772], [1.978184, 5.963119, 6.546533], [-0.296302, 3.615895, 4.090618], [-1.228845, 4.650282, 3.677181], [-1.000696, 2.435875, 4.576193], [2.124622, 4.086002, 3.551440], [1.949126, 3.037956, 2.533642], [3.562165, 4.119997, 3.916330], [2.014838, 6.911916, 3.939801], [0.824077, 7.634612, 5.026046], [0.287665, 6.605996, 3.728077], [3.019428, 6.152483, 6.255910], [1.968790, 5.163716, 7.283551], [1.596178, 6.864408, 7.028218], [-1.587771, 5.265926, 4.510173], [-2.096194, 4.185684, 3.201914], [-0.789823, 5.295104, 2.914696], [-1.616687, 2.639444, 5.458935], [-0.303205, 1.642717, 4.835106], [-1.652391, 2.050223, 3.784826], [2.013054, 2.024444, 2.944902], [2.732047, 3.153198, 1.782439], [0.994744, 3.154340, 2.027707], [3.894596, 3.187510, 4.382347], [3.757583, 4.936509, 4.611593], [4.165576, 4.298995, 3.027566]],
  "forces_ev_per_a": [[0.21, 0.09, -0.17], [-0.32, 0.52, -0.07], [-0.44, -0.51, 0.07], [0.19, 0.11, 0.02], [-0.09, -0.03, 0.20], [0.22, -0.58, -0.99], [-0.06, 0.19, 0.69], [0.23, 0.42, 0.04], [0.20, -0.22, -0.34], [0.00, 0.56, -0.05], [-0.01, -0.10, -0.02], [-0.15, -0.06, 0.08], [0.05, 0.08, 0.12], [0.13, -0.21, 0.08], [-0.09, -0.05, 0.16], [0.38, 0.18, -0.23], [-0.10, 0.10, 0.02], [-0.01, -0.26, 0.08], [0.19, -0.20, 0.06], [-0.03, 0.29, 0.39], [-0.13, -0.16, -0.13], [0.07, 0.03, -0.35], [-0.23, -0.24, 0.16], [0.01, 0.02, 0.06], [-0.03, 0.07, 0.00], [-0.11, -0.18, 0.04], [0.02, 0.05, -0.03], [-0.03, 0.05, 0.06], [-0.04, 0.00, 0.00], [0.19, -0.20, 0.00], [-1.29, 2.49, -0.42], [3.27, -3.73, -0.12], [-0.48, 0.32, -0.10], [0.06, 0.17, -0.28], [-0.22, -0.13, 0.26], [-0.24, -0.11, 0.07], [0.22, 0.14, -0.21], [-0.06, 0.02, 0.12], [-1.57, 1.52, 1.06], [0.28, -0.09, -0.08], [0.00, -0.39, -0.40], [-0.03, 0.02, 0.03], [-0.07, 0.01, 0.05], [-0.01, 0.12, 0.01], [0.03, -0.07, -0.06], [0.08, 0.02, 0.04], [0.06, -0.01, -0.01], [0.02, 0.00, -0.02], [-0.08, 0.01, 0.10], [-0.03, -0.01, 0.01], [-0.02, 0.02, 0.01], [-0.03, -0.02, -0.01], [0.03, -0.04, -0.07], [-0.01, 0.05, 0.00], [-0.11, 0.01, -0.03], [-0.07, -0.11, 0.10], [0.04, 0.09, 0.00], [0.01, -0.03, 0.05], [0.04, 0.00, 0.01], [2.20, -0.93, -0.12], [-3.80, 2.07, -1.13], [0.41, -0.06, 0.12], [0.22, 0.11, -0.21], [-0.11, -0.12, 0.36], [-0.02, 0.07, 0.03], [0.09, 0.06, -0.28], [-0.01, -0.12, 0.14], [1.19, -1.58, 0.95], [-0.16, 0.03, -0.20], [0.02, 0.46, 0.05], [0.01, -0.04, 0.03], [0.02, -0.04, 0.07], [0.09, -0.08, -0.03], [-0.03, 0.08, -0.01], [-0.04, -0.06, -0.07], [-0.04, 0.01, -0.06], [-0.01, 0.02, -0.03], [-0.01, -0.08, 0.11], [0.01, 0.01, 0.06], [0.01, -0.04, 0.01], [0.02, 0.05, 0.08], [-0.03, 0.13, -0.03], [0.05, -0.02, -0.03], [0.08, 0.02, 0.09], [-0.08, 0.02, 0.13], [0.02, -0.02, -0.05], [-0.06, -0.02, 0.02], [-0.05, 0.02, -0.04]],
  "lowdin_charge": [0.042, -0.430, 0.198, 0.163, -0.070, -0.133, -0.190, -0.028, -0.185, -0.425, -0.029, -0.017, 0.091, 0.075, 0.088, 0.140, 0.178, 0.198, 0.113, 0.145, 0.106, 0.134, 0.110, 0.140, 0.084, 0.125, 0.076, 0.069, 0.081, 0.092, -0.312, 0.585, -0.293, -0.112, -0.127, -0.319, -0.120, -0.136, -0.278, -0.111, -0.119, 0.086, 0.091, 0.047, 0.072, 0.064, 0.087, 0.092, 0.084, 0.067, 0.087, 0.060, 0.084, 0.080, 0.083, 0.077, 0.072, 0.065, 0.086, -0.275, 0.590, -0.295, -0.121, -0.121, -0.317, -0.133, -0.142, -0.282, -0.132, -0.112, 0.084, 0.088, 0.044, 0.073, 0.074, 0.084, 0.091, 0.074, 0.063, 0.090, 0.072, 0.058, 0.087, 0.079, 0.057, 0.090, 0.064, 0.083],
  "total_charge": 1,
  "homo_ev": -10.4
}

***

Entry 2:
{
  "formula": "C7H14",
  "method": "ωB97M-V with the def2-TZVPD basis set",
  "symbols": ["C", "C", "C", "C", "C", "C", "C", "H", "H", "H", "H", "H", "H", "H", "H", "H", "H", "H", "H", "H", "H"],
  "xyz": [[-2.652758, -1.678265, 0.523136], [-2.175624, -0.614489, -0.127432], [-2.913622, 0.761052, 0.036982], [2.150654, -0.159323, 1.273161], [1.714725, 1.820545, -0.180887], [1.982753, -0.390423, -1.225301], [1.975904, 0.526066, -0.065037], [-2.151530, -2.631357, 0.762375], [-3.469199, -1.543244, 1.203585], [-3.723150, 0.660053, 0.775547], [-2.131067, 1.484656, 0.341712], [-3.176030, 1.391962, -0.837245], [3.053973, 0.357651, 1.895611], [1.359053, 0.104094, 1.879569], [2.505658, -1.151905, 1.275331], [1.697746, 2.357266, -1.134125], [-1.428784, -0.610017, -0.911038], [1.788746, 2.525078, 0.622660], [1.392386, -1.398330, -0.950104], [3.058217, -0.635765, -1.416805], [1.657492, 0.071225, -2.091149]],
  "forces_ev_per_a": [[1.27, -0.10, 0.92], [-2.19, 1.17, -0.63], [1.59, 0.00, -0.14], [4.09, 3.12, 0.62], [0.83, 0.74, -0.64], [0.89, -2.98, 1.73], [-0.60, -0.32, 0.58], [-0.05, 0.41, -1.11], [-0.57, 0.30, 0.18], [0.34, 0.37, -0.38], [-0.22, -0.48, 0.96], [-0.61, -1.35, -0.20], [-1.78, -0.80, -1.55], [-2.00, -0.33, 1.36], [-0.44, -1.37, -0.29], [-0.39, -0.62, -0.02], [0.49, -0.32, 0.40], [-0.14, -0.04, 0.75], [1.30, 2.24, -0.92], [-0.76, -0.37, 0.15], [-1.07, 0.72, -1.78]],
  "lowdin_charge": [-0.036, -0.209, -0.114, -0.070, 0.013, -0.091, -0.450, 0.056, 0.036, 0.066, 0.061, 0.066, 0.130, 0.041, 0.049, 0.063, 0.076, 0.051, 0.130, 0.096, 0.036],
  "total_charge": 0,
  "smiles": "C=C(C)C.C=CC",
  "homo_ev": -9.2
}

***

Entry 3:
{
  "formula": "C3H15NO4",
  "method": "ωB97M-V with the def2-TZVPD basis set",
  "symbols": ["C", "O", "C", "C", "N", "H", "H", "H", "H", "H", "H", "H", "H", "H", "H", "H", "O", "H", "H", "O", "H", "H", "O"],
  "xyz": [[-1.817059, 1.526862, 1.375987], [-1.380489, 1.092115, 2.649821], [-0.683803, 2.242443, 0.629564], [-1.188237, 2.765191, -0.786845], [0.409204, 1.272286, 0.485773], [-2.669890, 2.276668, 1.684512], [-2.368696, 0.787027, 0.712831], [-0.715833, 0.435959, 2.594861], [-0.226594, 3.133412, 1.316809], [-0.537328, 2.792138, -1.559279], [-1.932400, 2.001560, -1.150444], [-1.754529, 3.633527, -0.572596], [1.372797, 1.630307, 0.546791], [0.431214, 0.621788, -0.314515], [2.051703, -3.627533, -3.575071], [3.176986, -3.137827, -2.963689], [2.216405, -3.253613, -2.729448], [3.009806, -2.174979, 2.219425], [1.508299, -2.597176, 2.484514], [2.385260, -2.832329, 2.709839], [-0.546999, -2.237889, -3.021529], [-0.169144, -1.004841, -3.678034], [-0.891080, -1.336812, -3.309866]],
  "forces_ev_per_a": [[-1.92, 1.84, 0.79], [-1.51, 0.64, 0.03], [1.39, 1.16, -0.75], [-2.93, -2.49, 3.63], [1.58, -0.77, 0.00], [1.59, -1.09, -0.91], [1.07, 0.27, 0.81], [1.18, -0.94, -0.57], [-1.32, -2.08, -1.65], [2.63, 0.74, -1.94], [0.41, 0.56, 0.41], [-0.39, 1.23, -0.43], [-1.03, 0.14, 0.11], [-0.76, 0.76, 0.45], [-1.48, -0.90, -1.27], [-0.85, 0.35, 1.36], [2.29, 0.56, -0.14], [-1.98, -1.78, 1.32], [-1.31, 0.56, -0.51], [3.28, 1.23, -0.82], [-0.95, 1.63, -0.33], [4.91, 2.71, -2.68], [-3.90, -4.33, 3.08]],
  "lowdin_charge": [-0.276, -0.073, -0.411, -0.050, -0.007, 0.149, 0.127, 0.045, 0.181, 0.022, 0.086, 0.054, 0.075, 0.080, 0.006, 0.068, -0.062, 0.091, -0.008, -0.085, 0.074, -0.064, -0.023],
  "total_charge": 0,
  "smiles": "C[C@H](N)CO.O.O.O",
  "homo_ev": -9.1
}

***

Entry 4:
{
  "formula": "C4H7NO",
  "method": "ωB97M-V with the def2-TZVPD basis set",
  "symbols": ["C", "N", "C", "C", "C", "O", "H", "H", "H", "H", "H", "H", "H"],
  "xyz": [[0.915346, -0.710546, -1.309689], [0.140938, -0.187371, -0.225483], [-0.623305, 0.995629, -0.211636], [-0.549668, 0.468273, 1.763330], [0.114518, -0.646560, 1.069626], [0.535086, -1.703393, 1.498592], [1.687773, 0.002486, -1.621197], [1.386038, -1.621954, -0.934967], [0.278065, -0.956388, -2.164540], [-1.674298, 0.956241, -0.490918], [-0.115199, 1.856154, -0.689727], [-0.448951, 1.458759, 1.095878], [-1.547946, 0.248666, 2.150845]],
  "forces_ev_per_a": [[0.13, -0.08, -0.19], [0.06, -0.18, 0.01], [-0.20, -0.36, -0.25], [-0.39, 0.26, -0.88], [0.02, 0.00, -0.05], [-0.13, 0.34, -0.07], [-0.04, -0.10, -0.03], [0.01, 0.08, -0.13], [0.14, -0.01, 0.05], [0.02, -0.20, 0.09], [-0.22, -0.15, 0.47], [0.48, 0.06, 1.08], [0.13, 0.34, -0.10]],
  "lowdin_charge": [-0.032, -0.177, -0.044, 0.114, -0.563, 0.053, 0.091, 0.095, 0.089, 0.106, 0.123, 0.068, 0.077],
  "total_charge": 0,
  "homo_ev": -9.0
}

***

Entry 5:
{
  "formula": "C18H26CoNO3PS3",
  "method": "ωB97M-V with the def2-TZVPD basis set",
  "symbols": ["Co", "C", "C", "C", "C", "C", "C", "C", "C", "C", "H", "H", "H", "H", "H", "H", "H", "H", "H", "H", "H", "H", "C", "C", "O", "P", "S", "S", "O", "C", "C", "H", "H", "H", "H", "H", "H", "H", "H", "H", "H", "O", "N", "C", "C", "C", "C", "C", "S", "H", "H", "H", "H"],
  "xyz": [[-0.001657, 0.407583, 0.234426], [2.454133, -2.219792, 1.598544], [1.518201, -1.094096, 1.938847], [1.915327, 0.229284, 1.828608], [1.015150, 1.281943, 2.076101], [1.485786, 2.709707, 2.070526], [-0.296754, 0.965052, 2.460424], [-0.694546, -0.370569, 2.628318], [-2.084598, -0.690517, 3.097835], [0.213233, -1.382573, 2.362112], [2.833077, -2.696887, 2.506646], [3.302949, -1.860798, 1.016705], [1.925393, -2.972666, 1.010555], [2.929169, 0.463688, 1.523290], [1.871705, 2.981732, 3.057195], [0.668603, 3.387762, 1.821899], [2.277916, 2.854637, 1.335938], [-0.992581, 1.763167, 2.694481], [-2.160765, -0.541955, 4.179253], [-2.339055, -1.726200, 2.869707], [-2.812032, -0.046193, 2.604220], [-0.109721, -2.413879, 2.419615], [-2.510603, -4.273214, -3.394585], [-1.427618, -3.231692, -3.186261], [-1.911125, -2.068642, -2.514773], [-2.237217, -2.048282, -0.935991], [-2.272524, -0.125109, -0.416394], [-1.223613, -3.429295, 0.029088], [-3.803657, -2.521153, -1.015530], [-4.543473, -2.618431, 0.194759], [-5.819274, -3.377447, -0.098235], [-2.130494, -5.076702, -4.031757], [-3.385017, -3.824180, -3.869374], [-2.813336, -4.694350, -2.436154], [-1.049470, -2.868563, -4.141757], [-0.599812, -3.657872, -2.617210], [-4.758001, -1.612612, 0.566919], [-3.949015, -3.144144, 0.947259], [-6.409068, -2.856206, -0.854637], [-6.418083, -3.474732, 0.810792], [-5.584584, -4.375817, -0.472445], [0.919453, -0.786101, -1.178979], [1.215197, -0.255255, -2.343310], [1.584133, -1.107814, -3.325260], [1.932274, -0.674451, -4.575628], [1.893607, 0.697929, -4.835914], [1.509410, 1.554687, -3.836067], [1.155116, 1.103140, -2.546218], [0.681963, 2.150926, -1.282327], [1.572554, -2.143670, -3.021608], [2.217419, -1.395519, -5.329253], [2.157380, 1.080905, -5.814571], [1.454385, 2.621533, -4.002116]],
  "forces_ev_per_a": [[0.23, -0.01, 0.20], [-0.05, 0.01, -0.03], [0.00, -0.06, 0.04], [0.05, 0.03, 0.02], [-0.17, 0.07, -0.04], [0.01, -0.01, -0.09], [0.03, 0.02, 0.16], [-0.02, 0.02, 0.11], [0.00, -0.01, -0.04], [0.07, -0.06, 0.01], [-0.01, -0.02, -0.01], [-0.01, 0.00, 0.00], [0.01, 0.03, 0.00], [-0.03, 0.01, -0.08], [0.00, 0.02, 0.00], [0.02, -0.01, 0.00], [-0.03, 0.00, 0.00], [-0.01, 0.00, -0.05], [-0.01, 0.00, -0.01], [0.01, 0.02, -0.02], [0.00, -0.01, -0.01], [0.01, 0.05, 0.00], [0.00, 0.04, 0.01], [-0.08, -0.03, 0.04], [0.04, -0.08, -0.04], [-0.22, 0.12, -0.18], [-0.11, -0.13, 0.10], [-0.01, 0.02, 0.07], [0.13, 0.02, -0.01], [-0.02, -0.01, -0.04], [0.00, -0.01, -0.02], [-0.02, 0.01, 0.02], [0.02, -0.02, 0.00], [-0.01, 0.00, -0.02], [0.02, 0.05, -0.05], [0.04, 0.01, 0.04], [0.02, 0.02, 0.00], [0.04, -0.01, 0.01], [0.00, -0.02, 0.03], [0.00, 0.00, -0.03], [-0.02, 0.02, 0.02], [0.16, -0.09, -0.23], [-0.08, 0.04, 0.08], [0.00, 0.00, -0.03], [0.01, -0.01, -0.03], [-0.01, 0.03, 0.00], [-0.01, -0.03, 0.01], [-0.01, -0.01, 0.03], [0.04, -0.05, -0.07], [-0.02, 0.01, 0.05], [-0.01, 0.01, 0.03], [-0.02, 0.00, 0.03], [0.01, -0.01, 0.01]],
  "lowdin_charge": [-0.015, -0.045, -0.279, -0.046, -0.350, -0.077, -0.080, -0.314, -0.062, -0.064, 0.077, 0.075, 0.069, 0.123, 0.078, 0.076, 0.063, 0.123, 0.078, 0.069, 0.060, 0.075, -0.094, -0.341, -0.348, -0.101, 0.382, 0.268, -0.375, -0.357, -0.086, 0.069, 0.077, 0.055, 0.108, 0.064, 0.095, 0.077, 0.072, 0.069, 0.073, -0.216, -0.193, -0.041, -0.090, -0.107, -0.114, -0.653, 0.664, 0.129, 0.093, 0.095, 0.092],
  "s_squared": 2.038,
  "total_charge": -1,
  "homo_ev": [-3.8, -3.3],
  "spin_multiplicity": 3
}